ORCA calculation (wB97M-V/def2-TZVPD) on a cluster of 13 separate species, C54H130N4O22 in total at a distorted geometry.

Last column: Löwdin charge in e.
Atoms and positions in Å:
H1 4.087 -2.298 0.284  0.092
H2 1.640 4.283 -2.174  0.078
H3 -3.742 -6.557 3.359  0.070
H4 -2.475 0.210 -3.129  0.086
H5 -0.986 -2.314 -6.032  0.108
H6 -0.196 3.829 5.773  0.023
H7 2.392 -0.094 -4.769  0.017
C1 -2.196 2.371 -3.177  -0.112
H8 -4.710 2.009 -4.152  0.105
O1 -3.732 1.311 5.247  -0.037
H9 -1.378 -3.724 3.037  0.047
C2 4.906 -1.776 -0.212  -0.241
N1 -2.230 2.455 -5.585  -0.104
O2 0.282 -5.932 -5.449  -0.069
C3 -0.201 -2.710 -6.677  -0.253
H10 -5.768 -4.716 7.093  0.107
H11 0.785 -1.329 3.041  0.086
H12 -1.423 0.094 0.009  0.058
O3 5.634 -2.692 -0.996  -0.083
C4 1.061 5.311 5.475  -0.205
O4 -1.623 2.849 -6.797  -0.023
H13 0.824 -4.692 -0.003  0.077
H14 4.577 -4.652 -0.194  0.092
H15 1.391 5.624 2.123  0.032
H16 4.074 7.740 0.353  0.082
O5 4.235 -5.603 1.502  -0.071
H17 -3.431 -0.717 -6.168  0.080
H18 2.696 -3.704 3.535  0.116
O6 -4.254 -3.318 2.952  -0.010
C5 -3.095 1.105 -3.184  -0.188
H19 2.355 0.389 1.941  0.081
N2 1.778 6.434 0.469  -0.120
C6 -2.639 0.026 -6.257  -0.044
C7 0.402 -2.497 0.237  -0.441
C8 3.043 5.792 0.003  -0.475
C9 1.036 -3.837 0.639  -0.023
O7 4.686 -3.398 2.992  -0.063
C10 0.533 6.154 -0.318  -0.436
C11 -4.334 1.820 -6.906  -0.021
O8 0.363 4.379 6.326  -0.075
H20 4.211 -6.799 -1.680  0.120
H21 1.380 -0.558 -2.607  0.101
H22 0.244 3.609 -3.586  0.061
H23 3.852 5.081 -1.851  0.117
H24 -0.532 1.067 4.407  0.100
H25 -1.895 3.109 3.844  0.042
H26 4.579 -4.207 2.487  0.031
O9 1.472 6.526 1.804  -0.008
H27 -1.019 4.837 -0.325  0.070
C12 5.764 -0.945 0.770  -0.227
C13 0.115 -5.529 -3.039  -0.247
H28 -1.175 4.594 -4.124  0.080
C14 -5.663 -2.336 5.422  -0.029
H29 3.087 4.275 1.630  0.067
H30 2.730 5.346 4.061  0.118
H31 4.503 6.549 1.523  0.076
H32 2.813 -8.236 -0.407  0.080
H33 4.493 -1.210 -1.047  0.111
C15 -2.632 -5.345 5.765  -0.146
H34 3.212 3.218 -4.779  0.071
O10 3.660 -7.891 -0.117  -0.082
O11 -4.881 3.876 4.417  -0.068
H35 -1.330 0.414 1.670  0.067
O12 3.048 0.593 -4.628  -0.122
C16 1.349 0.186 -0.646  -0.137
C17 -5.202 -3.841 5.175  -0.473
C18 -0.015 4.763 0.092  -0.031
H36 -2.211 0.064 -7.258  0.085
H37 0.285 5.976 5.095  0.114
H38 0.630 1.488 -3.964  0.083
H39 1.637 6.035 6.050  0.112
H40 -3.719 2.158 -7.740  0.066
H41 -0.084 1.073 -5.520  0.074
C19 -2.596 0.766 4.682  -0.246
C20 1.093 -2.189 -1.120  -0.116
C21 -0.242 -6.450 -4.222  -0.209
C22 0.649 0.070 0.773  -0.417
C23 3.655 -2.131 4.643  -0.206
O13 1.203 -1.131 -5.784  -0.070
H42 -5.225 5.417 2.858  0.108
H43 2.942 2.392 -7.480  0.112
C24 -1.049 -2.792 -0.097  -0.030
C25 -4.843 -4.477 6.568  -0.112
C26 1.957 4.649 4.383  -0.204
H44 0.685 -2.829 -1.903  0.089
C27 -4.061 1.167 -4.393  -0.105
H45 -4.931 2.607 -6.443  0.071
H46 -2.726 5.219 3.589  0.123
H47 -0.458 -4.613 -3.180  0.105
H48 -0.033 4.080 -5.295  0.082
H49 2.694 -6.238 -0.802  0.094
H50 -3.594 -6.169 7.390  0.111
H51 2.616 3.714 -0.032  0.056
H52 -1.684 -1.967 -0.419  0.072
H53 0.965 -0.797 -6.652  0.096
O14 2.695 -1.089 4.637  -0.096
H54 -0.192 4.526 1.141  0.064
H55 5.120 -0.441 1.491  0.115
H56 1.499 1.975 1.345  0.072
H57 -0.682 7.248 1.069  0.066
H58 3.887 -6.454 1.777  0.102
H59 -1.820 3.786 -6.872  0.104
H60 2.180 -2.271 -1.124  0.102
H61 3.598 -2.599 5.626  0.116
H62 -6.379 -2.223 6.235  0.072
H63 6.197 -2.278 -1.654  0.089
N3 0.717 -1.387 1.233  -0.110
H64 -2.126 -6.310 5.773  0.115
H65 3.012 -0.249 4.977  0.086
H66 -0.244 -0.639 -1.806  0.094
H67 -0.824 1.647 0.423  0.071
C28 -3.261 1.378 -5.791  -0.403
H68 5.686 -5.899 0.106  0.125
H69 -0.254 5.861 -2.344  0.098
H70 -1.576 -2.900 0.851  0.067
H71 0.848 -2.893 -4.897  0.114
C29 -3.918 -5.733 6.445  -0.198
H72 -6.683 -4.015 3.687  0.083
H73 4.636 -1.658 4.677  0.116
C30 0.672 6.217 -1.892  -0.126
C31 -1.327 1.577 4.951  -0.244
H74 3.474 0.208 -6.630  0.107
O15 3.019 3.427 -5.696  -0.070
H75 2.432 0.095 -0.562  0.110
H76 -4.296 -3.884 7.301  0.112
H77 -7.004 -4.820 5.285  0.092
C32 0.834 -0.740 -1.681  -0.165
H78 -0.844 -2.393 -8.423  0.100
H79 1.241 -5.917 -5.413  0.085
C33 3.122 5.828 -1.539  -0.110
H80 -0.286 -5.745 -2.049  0.106
C34 4.619 -5.682 0.159  -0.211
C35 -0.795 0.604 0.739  -0.017
C36 3.602 1.019 -5.913  -0.173
H81 -4.403 -6.481 5.817  0.104
H82 6.310 -1.727 1.298  0.115
H83 1.686 1.965 -6.428  0.090
H84 -5.820 -5.467 3.994  0.080
H85 -4.715 0.295 -4.407  0.108
C37 4.232 6.668 0.474  -0.041
C38 2.743 2.228 -6.421  -0.225
H86 0.459 3.598 3.613  0.063
H87 4.231 3.885 0.396  0.088
O16 1.188 4.147 3.314  -0.110
H88 2.412 3.752 4.804  0.120
H89 -2.715 0.670 3.603  0.110
H90 -1.895 -0.416 -5.594  0.043
O17 -0.042 -2.159 -7.950  -0.036
H91 -2.841 3.457 1.408  0.106
H92 0.985 1.029 2.733  0.060
H93 -4.053 2.030 4.698  0.046
H94 -1.525 -2.931 4.595  0.083
H95 -3.814 -2.466 2.989  0.097
N4 -3.988 -3.697 4.285  -0.121
H96 2.108 -3.642 0.599  0.060
H97 -4.837 -1.697 5.737  0.068
H98 -3.184 5.517 1.859  0.118
C39 -0.504 3.769 -4.362  -0.016
H99 -4.569 4.525 5.051  0.091
H100 -1.489 7.322 -0.532  0.077
H101 3.336 6.847 -1.863  0.121
H102 0.858 7.270 -2.102  0.118
O18 0.103 -1.507 2.390  -0.018
H103 0.417 3.907 -0.426  0.059
H104 -0.632 -4.484 4.333  0.087
H105 -2.100 -6.408 3.476  0.071
C40 3.265 4.361 0.558  -0.019
C41 -4.679 4.504 3.098  -0.165
C42 -3.143 4.796 2.675  -0.197
H106 -5.028 1.038 -7.214  0.076
H107 1.971 -2.885 -6.340  0.133
C43 1.076 -2.470 -5.876  -0.253
O19 6.683 -0.064 0.145  -0.051
C44 3.723 -6.590 -0.728  -0.191
H108 -0.641 0.419 -3.984  0.062
H109 0.127 -7.467 -4.092  0.115
C45 3.430 -2.924 3.332  -0.252
C46 -1.525 -3.903 4.102  -0.053
H110 2.971 -2.341 2.534  0.090
O20 -1.299 2.884 4.563  -0.081
C47 -6.275 -4.616 4.500  -0.041
C48 1.449 0.964 1.749  -0.012
H111 4.613 1.303 -5.621  0.119
H112 2.060 5.358 -3.389  0.102
C49 -0.532 7.277 -0.010  -0.040
H113 -5.076 3.762 2.405  0.111
C50 -1.285 2.429 -4.473  -0.495
H114 -2.125 -4.639 6.423  0.114
O21 -2.514 3.595 2.300  -0.086
H115 -1.224 -3.760 -0.568  0.082
H116 -2.799 3.273 -3.073  0.112
H117 1.312 1.220 -0.989  0.108
C51 -0.313 1.330 -4.486  -0.057
C52 1.839 5.344 -2.322  -0.187
H118 -6.163 -1.818 4.603  0.072
O22 1.501 -5.310 -2.792  -0.077
H119 5.034 6.403 -0.215  0.077
C53 -2.971 -5.795 3.246  -0.035
H120 -2.387 -0.213 5.113  0.119
H121 7.428 -0.632 -0.065  0.080
C54 -2.835 -4.663 4.321  -0.441
H122 -0.382 -3.780 -6.780  0.111
H123 -1.331 -6.480 -4.219  0.121
H124 1.692 -4.369 -2.788  0.062
H125 -0.954 1.545 5.975  0.133
H126 0.933 -4.038 1.705  0.077
H127 -2.927 -5.501 2.197  0.072
H128 -3.610 1.014 -2.227  0.100
H129 -0.092 8.249 -0.233  0.078
H130 -1.605 2.340 -2.261  0.103

As for the HOMO energy: -7.8 eV. The gap between HOMO and LUMO is 7.9 eV. The energy above the lowest of the compared OMol25 structures with the same formula, charge and spin comes out at 446.2 kJ/mol.



ORCA calculation (wB97M-V/def2-TZVPD) on a structure of composition C54H132InN8O20 at a distorted geometry.

Last column: Mulliken spin population.
Atoms and positions in Å:
H1 6.615 0.067 -3.165  0.000
H2 -5.993 -1.752 0.599  0.000
H3 5.628 1.214 2.923  0.000
H4 -0.243 3.562 8.881  0.000
H5 3.604 2.162 3.868  0.000
C1 1.319 -6.350 -3.386  0.000
H6 -1.592 -1.515 -5.954  0.000
O1 -0.484 1.895 -1.959  0.189
H7 -0.330 5.122 7.137  0.000
H8 6.638 -1.493 2.397  0.000
H9 6.750 -3.900 3.318  0.000
H10 -1.463 -1.422 3.015  -0.003
H11 3.707 -1.203 -2.212  -0.001
C2 -1.589 -1.591 4.896  0.000
O2 0.406 -4.287 2.150  0.003
H12 -1.045 2.269 8.007  0.000
H13 -3.188 -1.132 1.094  -0.002
H14 -2.629 -1.266 4.873  0.000
H15 5.099 -5.321 -2.391  0.000
H16 3.325 -6.384 -4.175  0.000
C3 2.726 1.127 6.362  0.000
H17 0.169 5.786 1.147  0.000
H18 -5.092 0.343 2.039  0.000
H19 1.361 -5.092 -6.469  0.000
H20 3.049 1.901 -0.715  -0.020
H21 -2.569 -3.289 3.297  -0.001
H22 -3.908 -1.069 -7.098  0.000
H23 1.846 -5.140 1.041  0.000
H24 2.976 -4.725 -5.904  0.000
H25 -5.811 -5.971 1.744  0.000
H26 -1.670 -4.545 1.629  0.000
H27 -4.221 0.378 3.577  0.000
C4 0.388 -0.440 -2.076  -0.038
H28 -6.249 -3.518 2.293  0.000
C5 1.148 6.224 0.950  0.000
H29 2.412 -2.365 -5.520  0.000
C6 -5.282 -3.253 1.865  0.000
H30 -0.946 2.621 3.267  -0.001
H31 1.218 6.602 -0.070  0.000
H32 -1.890 3.945 0.155  -0.001
O3 -0.204 3.499 4.962  0.000
O4 2.170 5.370 1.255  0.000
H33 -1.348 -4.511 -2.148  -0.001
H34 -4.468 3.412 -7.215  0.000
O5 1.735 -2.237 0.710  0.061
O6 0.906 -3.245 -4.458  -0.002
H35 4.067 -1.308 0.738  -0.008
H36 -0.126 -2.078 7.379  0.000
O7 -1.347 0.494 -5.626  0.000
O8 -3.245 5.275 0.977  0.000
C7 -4.213 -2.924 -2.496  0.000
H37 -1.372 0.249 6.164  0.000
H38 6.161 -4.115 -3.046  0.000
H39 -3.334 5.269 -4.349  0.000
H40 5.433 3.077 0.971  -0.001
C8 2.103 -4.296 -6.396  0.000
H41 2.638 0.336 7.107  0.000
C9 -5.461 -2.690 0.436  0.000
C10 -5.208 4.042 -6.722  0.000
N1 3.558 -3.743 -1.138  0.000
H42 2.076 4.331 -0.497  0.001
H43 -4.076 -6.186 1.276  0.000
H44 0.652 -7.061 -2.899  0.000
H45 2.969 -3.044 -0.709  -0.001
C11 4.656 -3.181 -1.919  0.000
H46 -3.515 -2.972 0.086  0.001
C12 2.114 4.097 0.566  -0.008
H47 0.476 -4.711 0.078  0.002
C13 -3.606 4.588 2.204  0.001
H48 0.727 3.054 3.153  0.000
C14 4.239 2.299 -3.831  0.000
H49 3.159 -7.292 -2.625  0.000
C15 -1.054 4.307 7.164  0.000
H50 0.455 2.809 7.479  0.000
H51 -2.792 1.327 -3.235  -0.002
H52 0.692 -2.368 -4.132  0.002
C16 -0.481 3.193 7.883  0.000
C17 -2.801 4.485 -0.107  0.001
C18 -0.836 -0.362 5.437  0.001
C19 -0.229 3.390 3.554  0.001
H53 4.540 -4.389 -3.745  0.000
H54 6.060 -2.643 1.211  0.000
H55 -2.746 -0.733 -4.898  0.000
H56 4.803 2.009 -4.718  0.000
H57 2.539 -7.976 -4.072  0.000
N2 4.048 -0.109 2.418  0.002
H58 -4.796 -2.485 2.466  0.000
C20 0.418 -1.136 7.298  0.000
H59 4.616 3.270 -3.510  0.000
C21 4.798 -0.875 1.421  0.005
H60 -1.554 -2.995 -3.049  -0.005
O9 -2.788 -0.802 1.901  0.000
H61 -1.658 -3.075 -1.303  -0.012
H62 -3.717 5.256 3.058  0.000
H63 -5.086 2.042 -4.984  0.000
C22 -3.727 1.581 -2.734  0.009
H64 2.454 1.276 -4.072  0.001
C23 -0.050 0.824 -1.344  0.015
C24 0.092 0.943 -0.026  0.260
C25 -1.323 3.941 5.649  0.000
C26 6.075 -0.616 -2.508  0.000
O10 -4.462 -4.412 1.915  0.000
H65 2.407 -3.963 -7.388  0.000
H66 5.378 -0.192 0.800  0.001
H67 -3.403 2.385 -5.155  0.000
C27 4.231 -1.966 -2.789  0.015
H68 6.750 -1.296 -1.988  0.000
H69 0.894 -2.477 -6.371  0.000
H70 -1.078 -3.084 1.165  -0.016
H71 3.549 -2.242 -3.593  -0.002
H72 -4.537 5.463 -2.104  0.000
H73 1.285 -2.315 -1.930  0.020
H74 4.773 1.913 5.030  0.000
H75 -2.079 3.162 5.552  0.000
N3 -2.131 4.520 -2.497  0.000
H76 -2.832 4.849 -5.801  0.000
O11 -4.217 2.828 -3.311  0.000
C28 5.114 -4.320 -2.821  0.000
H77 1.450 -1.389 7.541  0.000
C29 2.740 2.323 -3.966  -0.002
C30 -3.141 -0.305 -6.970  0.000
C31 -2.887 0.583 1.849  0.014
H78 3.406 3.071 1.979  0.002
N4 -2.275 4.635 7.879  0.000
O12 0.895 -0.102 1.997  0.058
H79 5.488 -0.208 4.008  0.000
O13 2.187 2.828 -2.769  0.001
N5 -4.150 -2.198 -0.049  -0.005
H80 -5.095 -1.225 -1.579  0.000
H81 -4.518 4.038 1.968  0.000
H82 -0.224 1.827 0.508  0.012
H83 0.885 -6.192 -4.373  0.000
H84 2.123 1.454 0.408  0.115
H85 -4.157 6.827 -0.950  0.000
H86 1.183 3.569 0.772  0.003
H87 -0.477 4.293 2.997  0.000
H88 -1.717 4.823 5.145  0.000
H89 -3.629 0.643 -6.742  0.000
O14 -3.333 -4.024 -2.221  0.001
H90 -4.083 -2.540 -3.507  0.000
H91 -2.917 3.904 -2.651  -0.001
O15 0.464 -0.690 5.976  0.000
C32 -4.182 -1.805 -1.450  0.005
H92 1.288 2.498 -2.697  -0.002
H93 5.420 -2.990 -1.166  0.000
H94 -2.779 0.861 0.801  -0.009
In1 2.070 -2.176 3.604  -0.004
O16 3.203 0.512 5.114  0.000
H95 5.514 -0.076 -1.745  0.000
C33 6.018 -3.351 3.910  0.000
H96 0.348 -6.103 1.138  0.000
N6 -3.653 5.158 -5.301  0.000
H97 -2.081 4.721 8.867  0.000
H98 3.247 2.009 6.733  0.000
H99 2.407 2.834 -4.869  0.000
N7 -0.955 -2.022 3.650  0.002
H100 4.788 3.520 -0.686  0.000
C34 -1.480 -3.338 3.308  -0.002
H101 -2.899 3.805 2.479  0.000
H102 -2.186 1.148 2.465  -0.005
C35 0.849 -1.510 -1.358  0.208
C36 -0.938 -3.810 1.966  0.011
C37 0.757 -5.096 1.058  -0.003
H103 -0.641 0.153 -5.072  0.002
H104 -4.401 0.730 -2.835  0.000
C38 0.631 -0.126 0.781  -0.016
H105 -5.575 4.503 -4.724  0.000
H106 -1.465 3.833 -2.176  0.002
C39 -4.944 -5.527 1.255  0.000
H107 -1.578 -2.387 5.641  0.000
C40 -4.722 4.141 -5.298  0.000
C41 4.135 1.343 4.354  0.000
H108 2.941 -4.177 -1.810  0.000
C42 -3.785 6.155 -1.724  0.000
H109 -0.622 0.312 4.608  -0.001
H110 -2.583 -0.177 -7.898  0.000
C43 -2.177 -0.605 -5.819  0.001
H111 -5.402 4.993 -7.218  0.000
N8 3.056 1.823 0.291  0.015
C44 1.069 -1.411 0.031  0.019
O17 5.071 -2.751 3.050  0.000
H112 -1.314 -4.093 4.076  0.000
H113 -2.941 3.883 7.774  0.000
H114 0.175 -0.376 8.039  0.000
C45 -4.242 0.779 2.563  0.000
H115 4.502 1.572 -3.062  0.000
O18 5.297 -1.303 -3.434  0.000
H116 1.284 7.110 1.570  0.000
O19 1.514 -5.146 -2.726  0.000
C46 4.944 0.505 3.390  0.000
H117 -6.145 3.487 -6.728  0.000
H118 1.749 1.553 6.134  0.000
H119 -1.720 6.025 -1.222  0.000
H120 5.606 -4.141 4.537  0.000
C47 -2.566 5.350 -1.349  0.000
H121 -6.068 -3.352 -0.182  0.000
O20 0.261 -0.678 -3.344  0.093
C48 2.683 -7.021 -3.567  0.000
H122 4.914 4.639 0.684  0.000
C49 -1.933 -3.594 -2.221  0.022
H123 -3.503 6.754 -2.590  0.000
C50 3.322 3.166 0.897  0.000
C51 1.565 -3.025 -5.709  0.000
H124 1.512 -4.417 -3.350  0.002
H125 -3.455 1.702 -1.686  -0.005
H126 -3.329 -1.191 -1.737  -0.005
C52 4.681 3.615 0.394  0.002
C53 -4.323 2.773 -4.717  0.000
H127 -5.190 -5.352 0.208  0.000
H128 3.668 0.688 1.927  -0.004
H129 -4.570 1.818 2.523  0.000
H130 6.486 -2.590 4.536  0.000
H131 -5.216 -3.343 -2.413  0.000
C54 5.738 -1.955 1.992  -0.001
H132 -3.471 3.660 -0.349  0.000

Its spin multiplicity is 2. The expectation value of S² is 0.77. As for the HOMO energy (alpha / beta): -8.4 / -8.4 eV. The gap between HOMO and LUMO (alpha / beta) is 7.0 / 4.8 eV.